Molecular formula: C30H78O6
Method: DFT, ωB97M-V with the def2-TZVPD basis set

Cartesian coordinates (Å):
C1 -4.0652 -6.3896 0.3299
C2 -2.6518 -6.0828 0.5894
C3 -2.3503 -4.6361 1.0024
C4 -2.5508 -3.6018 -0.2025
C5 -2.0952 -2.2170 0.1908
C6 -2.1582 -1.2133 -0.9152
H1 -4.8556 -5.9823 1.1045
H2 -4.3739 -7.4720 0.4862
H3 -4.2794 -6.1102 -0.6550
H4 -2.0649 -6.4436 -0.2154
H5 -2.2707 -6.6882 1.4091
H6 -1.3285 -4.5124 1.2919
H7 -2.8772 -4.2262 1.9847
H8 -3.6669 -3.5543 -0.5614
H9 -1.9329 -4.1728 -0.9333
H10 -1.2040 -2.1532 0.6581
H11 -2.6890 -1.8328 1.0232
H12 -1.5533 -1.6191 -1.5407
H13 -1.7485 -0.3486 -0.5769
H14 -3.0652 -0.9111 -1.4340
C7 -1.4925 -5.0970 4.6419
C8 -1.0603 -3.7235 5.1920
C9 -1.4234 -2.5697 4.0832
C10 -0.9255 -1.1716 4.5226
C11 -1.2717 -0.1146 3.6086
C12 -0.6166 1.2673 3.9283
H15 -2.5489 -5.1261 4.3929
H16 -1.3019 -5.7177 5.5429
H17 -0.7701 -5.4054 3.8773
H18 -0.0708 -3.4793 5.3778
H19 -1.5138 -3.4968 6.2078
H20 -2.3056 -2.5055 3.5531
H21 -0.7081 -2.9118 3.3823
H22 0.0631 -1.0575 4.5183
H23 -1.1234 -0.9848 5.6019
H24 -2.2760 -0.1051 3.4265
H25 -0.9481 -0.4525 2.6586
H26 -1.1618 1.6769 4.6217
H27 -0.4973 1.9767 3.1602
H28 0.3216 0.8656 4.2151
C13 2.5666 -1.5864 2.3470
C14 2.3934 -3.0189 1.9003
C15 1.9985 -3.0293 0.3849
C16 3.1114 -2.7015 -0.5987
C17 2.8163 -2.8602 -2.1330
C18 3.9814 -2.5612 -2.9699
H29 2.7949 -1.4609 3.3442
H30 1.6614 -0.9241 2.2176
H31 3.4917 -1.1044 2.1780
H32 1.6377 -3.5525 2.3954
H33 3.3411 -3.5771 2.5345
H34 0.9710 -2.4608 0.2287
H35 1.9171 -4.2573 0.0261
H36 3.9490 -3.4396 -0.5656
H37 3.5514 -1.6641 -0.6756
H38 1.9868 -2.0747 -2.3905
H39 2.4229 -3.7944 -2.2090
H40 4.9333 -3.2489 -2.9279
H41 4.3652 -1.6632 -2.6177
H42 3.8046 -2.6639 -4.0342
C19 0.8469 1.6316 0.1679
C20 1.5990 0.8799 -1.0920
O1 1.1891 1.5267 -2.1649
H43 1.1548 1.1386 1.1337
H44 -0.1232 1.5100 -0.0284
H45 1.1563 2.7273 0.2708
H46 1.2822 -0.1922 -1.2294
H47 2.6563 1.1263 -0.8588
H48 1.7636 1.0406 -2.8855
C21 0.1541 -0.2648 -4.8652
C22 1.5722 -0.2349 -5.2716
O2 2.3636 0.2101 -4.1752
H49 -0.3052 -1.0348 -5.6445
H50 -0.1559 0.6784 -4.9358
H51 0.1851 -0.5537 -3.7119
H52 1.7316 0.1379 -6.2552
H53 1.7306 -1.1777 -5.5134
H54 3.0567 0.5905 -4.4219
C23 4.6642 4.3966 -0.9248
C24 4.3554 5.9066 -0.6494
O3 5.4880 6.6603 -0.4913
H55 5.3846 4.0021 -0.2847
H56 5.2981 4.3503 -1.8416
H57 3.7614 3.8468 -0.8965
H58 3.7520 6.0880 0.3513
H59 3.6766 6.2620 -1.4436
H60 5.1289 7.5106 -0.2860
C25 -2.2219 4.7654 -2.7861
C26 -1.3711 3.4711 -2.5949
O4 -0.1189 3.8708 -2.2838
H61 -3.2504 4.3149 -3.1193
H62 -1.7701 5.4282 -3.6076
H63 -2.3511 5.2788 -1.6909
H64 -0.9767 2.8914 -3.4652
H65 -1.9558 3.0789 -1.8762
H66 0.3045 3.1904 -2.2234
C27 0.5495 7.3549 -1.6614
C28 0.5634 6.7439 -0.2524
O5 1.1869 5.5422 -0.1101
H67 0.3140 8.4633 -1.8228
H68 -0.0329 6.7441 -2.2901
H69 1.4691 7.1387 -2.2542
H70 -0.3533 6.8088 0.1179
H71 1.0600 7.2917 0.3635
H72 0.7098 4.9512 -0.7652
C29 -3.5480 1.1673 1.2202
C30 -4.3447 1.4736 -0.0235
O6 -4.2829 2.8828 -0.3692
H73 -4.0432 1.6835 2.1325
H74 -2.4666 1.3334 0.9873
H75 -3.8223 0.1146 1.5210
H76 -5.3658 1.4293 0.5269
H77 -4.5037 0.8072 -0.8231
H78 -5.0279 2.9599 -0.8853

HOMO: -9.4 eV
E_LUMO: 0.46 eV

---

Molecular formula: C30H79N5O12
Method: DFT, ωB97M-V with the def2-TZVPD basis set

Cartesian coordinates (Å):
C1 6.0761 3.9188 3.8924
O1 6.3431 3.6095 5.2864
C2 7.2515 2.7423 5.8435
C3 7.0552 1.3094 5.3504
N1 5.7320 0.8113 5.6939
C4 5.4867 -0.5412 5.1916
C5 5.0713 -0.6190 3.6542
O2 5.7019 0.3208 2.8220
C6 5.4073 0.3622 1.4150
H1 6.6979 3.3598 3.1930
H2 6.1080 4.9889 3.6878
H3 5.0643 3.6721 3.5707
H4 7.1462 2.6947 6.9274
H5 8.2324 3.0596 5.4897
H6 7.8467 0.6419 5.6910
H7 7.1266 1.2308 4.2656
H8 4.9980 1.3553 5.2633
H9 4.6582 -0.9488 5.7710
H10 6.2701 -1.2209 5.5267
H11 3.9904 -0.6864 3.5307
H12 5.3948 -1.6233 3.3805
H13 5.9515 1.1453 0.8872
H14 4.3599 0.6273 1.2706
H15 5.6598 -0.5494 0.8734
C7 2.7176 -4.7549 -2.5670
O3 3.3777 -5.3442 -3.6902
C8 2.4094 -6.1046 -4.3606
C9 2.8160 -6.1234 -5.8181
N2 4.0814 -6.7383 -6.1477
C10 4.3579 -6.7194 -7.6187
C11 4.1437 -5.3897 -8.3525
O4 4.4992 -5.5956 -9.7073
C12 4.3460 -4.4601 -10.5507
H16 2.2358 -5.4834 -1.9149
H17 1.9422 -4.1142 -2.9869
H18 3.3315 -4.1442 -1.9050
H19 1.3870 -5.7421 -4.2539
H20 2.3526 -7.0628 -3.8443
H21 2.8723 -5.0909 -6.1628
H22 2.0869 -6.6499 -6.4341
H23 4.7996 -6.3050 -5.5851
H24 3.6825 -7.4583 -8.0500
H25 5.3508 -7.1231 -7.8169
H26 4.7999 -4.6062 -7.9737
H27 3.1167 -5.0300 -8.2888
H28 4.7315 -4.6626 -11.5500
H29 4.7226 -3.4899 -10.2267
H30 3.2748 -4.2716 -10.6217
C13 -11.0020 -2.4618 -0.1194
O5 -10.1839 -3.3806 -0.7987
C14 -10.4494 -4.7615 -0.6923
C15 -9.5133 -5.5465 -1.5820
N3 -8.1197 -5.6437 -0.9504
C16 -7.1034 -6.1156 -1.9194
C17 -6.5453 -5.1274 -2.9483
O6 -5.8045 -4.0969 -2.2537
C18 -5.1530 -3.2412 -3.2130
H31 -10.9039 -1.4304 -0.4580
H32 -10.7906 -2.4494 0.9499
H33 -12.0859 -2.5480 -0.1948
H34 -11.4979 -4.9197 -0.9450
H35 -10.1500 -5.1687 0.2734
H36 -9.4278 -5.0289 -2.5374
H37 -9.8828 -6.5366 -1.8488
H38 -7.8741 -4.7279 -0.6024
H39 -7.4478 -6.9967 -2.4609
H40 -6.3111 -6.5789 -1.3314
H41 -7.4414 -4.7600 -3.4483
H42 -5.9540 -5.7317 -3.6363
H43 -4.5829 -2.6550 -2.4922
H44 -5.8381 -2.6648 -3.8348
H45 -4.4394 -3.7745 -3.8410
C19 -3.7559 -5.3055 3.7067
O7 -3.8571 -3.9348 4.3181
C20 -4.7812 -2.9317 3.7930
C21 -4.2695 -2.2529 2.4906
N4 -2.9221 -1.5588 2.6429
C22 -2.9054 -0.2847 3.4091
C23 -1.4322 0.0791 3.4399
O8 -0.8004 0.1179 4.6941
C24 -1.1596 1.2110 5.4748
H46 -2.7324 -5.6578 3.8344
H47 -3.8955 -5.1541 2.6363
H48 -4.5368 -5.9478 4.1139
H49 -4.9204 -2.1413 4.5304
H50 -5.6963 -3.4663 3.5379
H51 -5.1029 -1.6291 2.1673
H52 -4.3358 -3.0395 1.7389
H53 -2.3720 -2.1692 3.2302
H54 -3.2966 -0.4475 4.4134
H55 -3.4694 0.5462 2.9852
H56 -1.2697 1.0915 3.0702
H57 -0.7829 -0.5835 2.8676
H58 -2.2309 1.2997 5.6549
H59 -0.9106 2.1682 5.0167
H60 -0.8270 1.1586 6.5115
C25 1.9277 6.7328 -0.2869
O9 1.3992 8.0465 -0.1066
C26 1.5314 9.0201 -1.0958
C27 0.7108 10.2482 -0.5603
N5 1.3204 10.6670 0.7173
C28 2.4033 11.7248 0.5158
C29 3.5899 11.2875 1.5319
O10 3.1317 11.2573 2.8372
C30 4.1191 10.6894 3.7334
H61 1.3485 6.1497 -1.0029
H62 1.8651 6.1278 0.6176
H63 2.9958 6.8763 -0.4501
H64 1.1734 8.5853 -2.0291
H65 2.5510 9.3351 -1.3181
H66 -0.2633 9.8346 -0.2993
H67 0.6443 11.0956 -1.2426
H68 1.6359 9.7677 1.0517
H69 1.9423 12.6882 0.7337
H70 2.7499 11.6199 -0.5123
H71 4.4316 11.9779 1.5881
H72 3.9640 10.2946 1.2820
H73 4.2252 9.6063 3.7951
H74 3.9495 11.1795 4.6921
H75 5.1034 11.1133 3.5344
O11 -3.8376 2.9508 -1.3370
H76 -4.5409 2.3790 -1.0292
H77 -4.2576 3.8018 -1.4621
O12 -0.4263 0.9390 -2.0514
H78 -1.2001 1.5018 -2.0777
H79 -0.4883 0.4849 -1.2110

HOMO: -8.3 eV
E_LUMO: 0.14 eV

---

| no. | E (Eh) | largest force on an atom (hartree/bohr) | orbital gap (eV) |
| --- | --- | --- | --- |
| 1 | -1640.6565 | 0.2873 | 9.901 |
| 2 | -2366.6537 | 0.0743 | 8.483 |